# 1
Molecular formula: C16H24N2O4
Method: DFT, ωB97M-V/def2-TZVPD

Geometry (Å):
C: -4.609 -0.866 1.108
C: -4.624 -0.307 -0.313
O: -4.715 1.102 -0.391
C: -3.681 1.838 0.222
C: -2.298 1.629 -0.401
C: -1.284 2.616 0.183
N: 0.059 2.374 -0.297
C: 0.811 1.393 0.294
O: 0.533 0.891 1.363
N: 1.918 1.031 -0.428
C: 2.868 0.103 0.126
C: 2.740 -1.284 -0.554
C: 1.317 -1.749 -0.440
C: 0.869 -2.372 0.718
C: -0.456 -2.743 0.848
C: -1.352 -2.495 -0.178
C: -0.915 -1.871 -1.334
C: 0.411 -1.497 -1.461
C: 4.275 0.634 -0.077
O: 4.548 1.548 -0.812
O: 5.169 -0.056 0.627
C: 6.529 0.338 0.477
H: -3.656 -0.679 1.595
H: -5.405 -0.413 1.695
H: -4.772 -1.940 1.072
H: -3.742 -0.666 -0.861
H: -5.519 -0.652 -0.838
H: -3.986 2.881 0.094
H: -3.632 1.625 1.298
H: -2.370 1.760 -1.484
H: -1.940 0.618 -0.197
H: -1.560 3.645 -0.059
H: -1.249 2.500 1.269
H: 0.222 2.559 -1.275
H: 2.274 1.634 -1.156
H: 2.651 -0.007 1.195
H: 3.024 -1.190 -1.604
H: 3.421 -1.977 -0.059
H: 1.563 -2.561 1.523
H: -0.794 -3.223 1.754
H: -2.387 -2.786 -0.077
H: -1.609 -1.672 -2.139
H: 0.747 -1.006 -2.364
H: 7.106 -0.310 1.131
H: 6.653 1.384 0.766
H: 6.845 0.219 -0.561

Summary:
net charge: 0
max |F|: 0.009 hartree/bohr
calculated total energy: -28152.6661 eV
LUMO level: 0.704 eV
SMILES string: CCOCCCNC(=O)N[C@@H](Cc1ccccc1)C(=O)OC
ΔE to the lowest compared entry with this formula, charge and spin: 97.70 kJ/mol



# 2
Molecular formula: C26H48OP2Sc
Method: DFT, ωB97M-V/def2-TZVPD

Geometry (Å):
Sc: -0.008 -0.181 0.408
C: 1.613 -2.311 0.699
C: 1.748 -1.232 1.638
C: -0.143 -2.472 2.181
C: 0.431 -3.041 1.016
C: 0.635 -1.338 2.557
C: 2.709 -2.851 -0.131
H: 3.588 -2.201 -0.196
H: 2.359 -3.066 -1.148
H: 3.065 -3.803 0.288
C: 0.059 -4.346 0.425
H: 0.770 -4.657 -0.348
H: -0.940 -4.286 -0.024
H: 0.022 -5.137 1.190
C: -1.180 -3.145 2.991
H: -0.856 -4.163 3.251
H: -2.128 -3.233 2.444
H: -1.368 -2.606 3.920
C: 0.574 -0.726 3.895
H: 1.088 -1.365 4.624
H: -0.455 -0.608 4.251
H: 1.053 0.250 3.932
C: 3.012 -0.544 1.974
H: 3.525 -1.088 2.787
H: 2.866 0.487 2.326
H: 3.708 -0.514 1.132
C: -0.169 1.617 -2.636
C: 1.217 1.868 -3.012
C: 1.942 3.117 -2.626
C: 1.610 3.605 -1.209
C: 1.051 2.545 -0.230
C: -0.233 3.132 0.344
C: -1.293 3.390 -0.751
C: -1.052 2.869 -2.162
H: 1.842 3.965 -3.361
H: 0.937 4.483 -1.295
H: 3.029 2.874 -2.716
H: -0.573 3.636 -2.774
H: -0.668 1.302 -3.588
H: 1.598 1.468 -3.982
H: -2.062 2.655 -2.565
H: -2.297 3.102 -0.407
H: -0.055 4.099 0.907
H: -1.463 4.461 -0.865
H: 2.503 4.087 -0.793
H: 1.783 2.375 0.574
P: 1.379 -0.573 -2.369
C: 0.588 -1.043 -3.951
C: 2.992 0.229 -2.035
P: -0.991 2.011 1.621
C: 0.068 0.498 -1.674
C: -0.166 2.555 3.126
C: -2.798 2.179 1.777
H: -0.334 -1.538 -3.703
H: 1.236 -1.724 -4.505
H: 0.423 -0.138 -4.506
H: 2.831 1.187 -1.522
H: 3.505 0.337 -2.996
H: 3.581 -0.417 -1.371
H: -3.245 2.868 1.052
H: -3.013 2.537 2.790
H: -3.223 1.171 1.666
H: -0.921 0.001 -1.385
H: 0.659 1.376 -0.827
H: -0.595 2.019 3.968
H: -0.265 3.635 3.249
H: 0.902 2.295 3.084
C: -4.032 -1.493 0.477
C: -2.730 -2.012 -0.122
C: -2.944 -2.495 -1.523
O: -1.705 -1.051 -0.018
H: -4.397 -0.582 -0.035
H: -3.947 -1.307 1.563
H: -4.812 -2.264 0.345
H: -2.403 -2.839 0.509
H: -3.772 -3.211 -1.534
H: -3.213 -1.677 -2.201
H: -2.056 -3.010 -1.886

Summary:
net charge: +1
max |F|: 0.068 hartree/bohr
calculated total energy: -69055.5663 eV
LUMO level (spin up / spin down): -3.920 / -5.114 eV
ΔE to the lowest compared entry with this formula, charge and spin: 770.55 kJ/mol



# 3
Molecular formula: C11H14BN7OOs
Method: DFT, ωB97M-V/def2-TZVPD

Geometry (Å):
H: 3.163 -1.341 0.903
N: 1.366 -0.977 -0.142
B: -0.552 -0.835 -1.838
N: 0.828 -1.405 -1.367
C: 1.682 -2.270 -1.912
Os: 0.422 0.414 1.021
H: 1.413 -2.729 -2.863
C: 2.802 -2.401 -1.082
H: 3.669 -3.005 -1.251
C: 2.572 -1.568 0.015
H: -0.884 -1.334 -2.857
C: 0.140 2.353 2.799
H: 0.912 2.216 3.541
H: -0.772 1.783 3.053
H: -0.092 3.409 2.647
N: -0.325 0.711 -1.892
N: -1.585 -1.069 -0.683
N: 0.099 1.401 -0.727
N: -1.283 -0.599 0.614
C: -0.423 1.601 -2.895
C: -2.795 -1.640 -0.645
H: -0.731 1.233 -3.858
H: -3.206 -2.041 -1.566
C: -0.093 2.859 -2.424
C: -3.300 -1.562 0.649
C: 0.240 2.711 -1.068
C: -2.338 -0.911 1.416
H: -0.098 3.778 -2.993
H: -4.266 -1.914 0.988
H: 0.566 3.432 -0.332
H: -2.311 -0.637 2.462
H: 0.599 2.126 1.745
O: 2.187 -0.511 4.508
C: 1.533 -0.602 3.526
N: 0.865 -0.676 2.509

Summary:
net charge: +2
max |F|: 0.077 hartree/bohr
calculated total energy: -27238.1442 eV
multiplicity: 5
LUMO level (spin up / spin down): -7.897 / -10.318 eV



# 4
Molecular formula: C19H48F6LiO13S2
Method: DFT, ωB97M-V/def2-TZVPD

Geometry (Å):
Li: 0.042 0.353 0.245
C: -3.803 1.278 -1.259
F: -3.202 1.681 -2.380
F: -3.488 2.090 -0.306
F: -5.127 1.097 -1.391
S: -3.067 -0.464 -0.711
O: -1.831 -0.187 -0.021
O: -4.154 -1.119 0.030
O: -2.829 -1.239 -1.944
C: -0.040 -3.766 1.125
F: 1.144 -3.676 1.775
F: -0.298 -5.119 1.010
F: -0.985 -3.133 1.785
S: 0.182 -3.004 -0.635
O: 1.299 -3.613 -1.338
O: -1.051 -3.272 -1.364
O: 0.393 -1.578 -0.404
C: 2.122 -0.794 2.619
C: 1.516 0.635 2.778
C: 2.298 1.783 2.103
O: 0.179 0.596 2.284
H: 2.066 -1.136 1.586
H: 1.546 -1.494 3.224
H: 3.186 -0.759 2.852
H: 1.447 0.870 3.840
H: 3.306 1.922 2.496
H: 1.786 2.709 2.361
H: 2.328 1.661 1.021
H: -0.363 0.173 2.954
C: 4.249 2.387 -3.207
C: 3.352 1.718 -4.309
C: 4.192 0.795 -5.283
O: 2.497 0.884 -3.634
H: 4.408 1.722 -2.358
H: 3.704 3.294 -2.945
H: 5.189 2.779 -3.596
H: 2.716 2.433 -4.831
H: 4.568 -0.114 -4.813
H: 5.088 1.330 -5.597
H: 3.500 0.787 -6.126
H: 2.968 0.072 -3.433
C: -5.454 0.031 4.778
C: -5.273 -0.298 3.278
C: -5.947 0.697 2.379
O: -3.912 -0.237 2.860
H: -4.742 -0.474 5.431
H: -6.481 -0.025 5.139
H: -5.171 1.072 4.932
H: -5.585 -1.335 3.151
H: -7.021 0.745 2.562
H: -5.917 0.389 1.334
H: -5.545 1.687 2.593
H: -3.884 -0.417 1.917
C: -0.070 -0.317 6.220
C: -1.531 -0.349 5.834
O: -1.407 -0.328 4.413
H: 0.199 -0.304 7.276
H: 0.487 0.537 5.836
H: 0.446 -1.218 5.888
H: -2.029 0.561 6.170
H: -2.006 -1.235 6.255
H: -2.276 -0.279 4.006
C: -0.171 3.344 -0.799
C: 0.125 2.391 -1.928
O: 0.734 1.240 -1.476
H: -0.509 4.305 -1.186
H: 0.738 3.661 -0.288
H: -0.926 3.093 -0.054
H: 0.679 3.004 -2.639
H: -0.709 2.070 -2.552
H: 1.419 0.976 -2.095
C: -1.286 -0.762 -5.681
C: -0.865 -0.888 -4.184
O: -0.948 -2.268 -3.975
H: -1.105 0.208 -6.144
H: -2.268 -1.103 -6.008
H: -0.611 -1.382 -6.271
H: -1.527 -0.265 -3.583
H: 0.140 -0.492 -4.036
H: -0.279 -2.786 -4.428
C: 5.108 -0.884 -0.740
C: 3.976 -1.832 -0.888
O: 3.519 -1.947 -2.288
H: 5.303 -0.565 0.284
H: 5.202 -0.048 -1.433
H: 5.971 -1.505 -0.977
H: 3.151 -1.570 -0.226
H: 4.307 -2.790 -0.485
H: 2.916 -2.689 -2.377

Summary:
net charge: -1
max |F|: 0.101 hartree/bohr
calculated total energy: -85282.1022 eV
LUMO level: 2.075 eV



> net charge of number 4 (C19H48F6LiO13S2)?

-1